Record 1
Density functional theory data (ωB97M-V/def2-TZVPD) for the molecule C3H3NO2S.

```
10
C3H3NO2S, DFT ωB97M-V/def2-TZVPD
S 2.98846 0.30640 -0.34329
O -2.21472 1.05798 -0.45574
O -1.27340 -1.31647 -0.69033
N 0.69823 -0.71179 0.12887
C -1.05707 0.97050 -0.05850
C 1.83042 -0.21199 0.56111
C -0.45471 -0.37540 -0.22024
H -0.54759 1.65710 0.48239
H -2.03123 -0.92072 -1.02208
H 2.06160 -0.45561 1.61780
```

The calculation puts the total energy at -719.4760 Eh. Its SMILES is O=C/C(O)=N\C=S. As for the lowest unoccupied orbital energy: -0.042 Ha. Its energy above the lowest of the compared OMol25 structures with the same formula, charge and spin is 65.4 kcal per mole.

Record 2
Density functional theory data (ωB97M-V/def2-TZVPD) for the molecule C3H3NO2S.

```
10
C3H3NO2S, DFT ωB97M-V/def2-TZVPD
S -2.92362 -0.46477 -0.02743
O 3.61314 -0.65073 0.04731
O -0.38902 0.00293 -0.09177
N 0.50619 1.07540 -0.05500
C 1.73364 0.72068 -0.09271
C -1.63751 0.45876 0.15012
C 2.39926 -0.59951 0.01377
H 1.69046 -1.44493 0.21297
H -1.62934 1.48839 0.53485
H 2.40821 1.56794 0.00471
```

The calculation puts the total energy at -719.4307 Eh. Its SMILES is O=C/C=N\OC=S. As for the lowest unoccupied orbital energy: -0.038 Ha. Its energy above the lowest of the compared OMol25 structures with the same formula, charge and spin is 93.9 kcal per mole.

Record 3
Density functional theory data (ωB97M-V/def2-TZVPD) for a cluster of 2 separate species, C3H3NO2S in total.

```
10
C3H3NO2S, DFT ωB97M-V/def2-TZVPD
S -1.51241 0.92513 -0.75319
O 0.99484 0.58607 1.88772
O -1.03111 1.03232 2.83011
N 0.47222 -0.75869 -1.23833
C 0.00725 0.83992 2.41367
C 0.97822 -1.90763 -0.99028
C -0.08514 0.37125 -1.60208
H 1.54815 -1.85213 -0.04529
H -1.75858 -0.19131 -0.10148
H 0.38654 0.95507 -2.40087
```

The calculation puts the total energy at -719.4610 Eh. As for the lowest unoccupied orbital energy: 0.016 Ha. Its energy above the lowest of the compared OMol25 structures with the same formula, charge and spin is 74.8 kcal per mole.

Record 4
Density functional theory data (ωB97M-V/def2-TZVPD) for the molecule C3H3NO2S.

```
10
C3H3NO2S, DFT ωB97M-V/def2-TZVPD
S -2.27234 -0.57312 0.01581
O -3.00722 0.69117 -0.01246
O 2.40779 0.84440 0.04148
N 0.08066 1.04032 -0.02567
C 1.29670 0.41239 0.00775
C -0.66460 -0.26708 -0.01114
C 0.65127 -0.98692 0.01940
H 0.87902 -1.59384 -0.85455
H 0.85705 -1.56443 0.91950
H -0.22834 1.99710 -0.10012
```

The calculation puts the total energy at -719.4837 Eh. As for the lowest unoccupied orbital energy: -0.003 Ha. Its energy above the lowest of the compared OMol25 structures with the same formula, charge and spin is 60.6 kcal per mole.

Record 5
Density functional theory data (ωB97M-V/def2-TZVPD) for the molecule C3H3NO2S.

```
10
C3H3NO2S, DFT ωB97M-V/def2-TZVPD
S -1.40673 -2.31012 -1.11140
O 0.05890 0.67726 -2.52293
O -0.70660 -0.68437 1.59268
N -0.70760 -0.75078 -0.71671
C -0.14487 0.49301 -1.36561
C 0.20418 1.02673 0.03711
C -0.34252 -0.30419 0.56405
H 1.29284 1.07271 0.19080
H -0.31832 1.93390 0.51241
H -0.92403 -2.56336 -2.34722
```

The calculation puts the total energy at -719.3168 Eh. The expectation value of S² is 2.012. As for the lowest unoccupied orbital energy (alpha / beta): -0.003 / -0.143 Ha. Its energy above the lowest of the compared OMol25 structures with the same formula, charge and spin is 70.2 kcal per mole. The spin multiplicity is 3.

Record 6
Density functional theory data (ωB97M-V/def2-TZVPD) for the molecule C3H3NO2S2.

```
11
C3H3NO2S2, DFT ωB97M-V/def2-TZVPD
S -2.18333 -0.50924 -0.15051
S 2.90868 0.49046 -0.08931
O -1.97988 2.20939 -0.00279
O -0.08492 1.03318 -0.12687
N 1.61104 -0.47834 -0.04658
C -0.58124 -1.33002 0.04064
C -1.45114 1.11000 0.00140
C 0.40464 -0.23433 -0.06564
H 2.28703 1.65958 0.05416
H -0.58738 -1.85893 1.03628
H -0.34350 -2.09175 -0.65078
```

The calculation puts the total energy at -1117.7104 Eh. Its SMILES is O=C1O/C(=N\S)CS1. As for the lowest unoccupied orbital energy: 0.013 Ha. Its energy above the lowest of the compared OMol25 structures with the same formula, charge and spin is 9.8 kcal per mole.

Record 7
Density functional theory data (ωB97M-V/def2-TZVPD) for the molecule C3H3NO2S2.

```
11
C3H3NO2S2, DFT ωB97M-V/def2-TZVPD
S 0.26302 -2.70449 -0.76585
S -0.11069 1.87156 -1.17797
O 0.03393 2.52198 1.43360
O -0.28279 -2.20780 1.77449
N -0.11752 0.30428 -0.54678
C 0.04293 -0.18940 0.63750
C -0.03657 2.86538 0.23426
C -0.08357 -1.68271 0.68824
H 0.31072 0.47315 1.61057
H 0.02053 3.89616 -0.14414
H 0.50830 -1.64551 -1.56255
```

The calculation puts the total energy at -1117.6645 Eh. Its SMILES is O=CS/N=C/C(=O)S. As for the lowest unoccupied orbital energy: -0.028 Ha. Its energy above the lowest of the compared OMol25 structures with the same formula, charge and spin is 38.6 kcal per mole.

Record 8
Density functional theory data (ωB97M-V/def2-TZVPD) for the molecule C3H3NO2S2.

```
11
C3H3NO2S2, DFT ωB97M-V/def2-TZVPD
S -1.47868 2.14303 -1.08750
S 2.23987 -1.38983 0.37709
O -1.56235 -0.06808 0.25729
O -0.63388 -1.31715 1.94926
N -1.00704 0.50921 -0.90237
C 0.72838 -0.55581 0.05733
C -0.46164 -0.70251 0.91393
C 0.35373 0.20004 -1.00706
H 1.64166 -2.09595 1.38266
H 0.91976 0.56442 -1.88475
H -0.73980 2.71263 -0.05587
```

The calculation puts the total energy at -1117.6522 Eh. Its SMILES is O=c1on(S)cc1S. As for the lowest unoccupied orbital energy: 0.002 Ha. Its energy above the lowest of the compared OMol25 structures with the same formula, charge and spin is 46.4 kcal per mole.

Record 9
Density functional theory data (ωB97M-V/def2-TZVPD) for a structure of composition C3H3NO3.

```
10
C3H3NO3, DFT ωB97M-V/def2-TZVPD
O 1.07975 0.62285 -0.28398
O -1.61115 -1.91620 0.87443
O 3.11870 -0.05301 0.33862
N -1.11147 1.09728 -0.66270
C -0.23152 0.30403 -0.19116
C 1.95090 -0.27582 0.29245
C -1.67778 -0.88078 0.35687
H -0.88104 1.97289 -1.12264
H 1.44079 -1.17099 0.67845
H -2.07720 0.29976 -0.28033
```

The calculation puts the total energy at -396.4796 Eh. As for the lowest unoccupied orbital energy: 0.029 Ha. Its energy above the lowest of the compared OMol25 structures with the same formula, charge and spin is 90.9 kcal per mole.

Record 10
Density functional theory data (ωB97M-V/def2-TZVPD) for the molecule C3H3NO3.

```
10
C3H3NO3, DFT ωB97M-V/def2-TZVPD
O -0.12037 0.43233 -2.03683
O 0.95507 -0.42708 2.31507
O -1.08410 -1.65028 1.26144
N 0.47382 0.80298 -1.00342
C -0.85295 -1.02661 0.18473
C 0.83583 0.42324 1.30086
C 0.21547 0.16399 0.11413
H -1.41830 -1.23812 -0.96494
H -0.00624 0.86134 -2.84629
H 1.00177 1.65822 1.67525
```

The calculation puts the total energy at -396.3920 Eh. Its SMILES is O=CC(C=O)=NO. As for the lowest unoccupied orbital energy: -0.040 Ha. Its energy above the lowest of the compared OMol25 structures with the same formula, charge and spin is 145.8 kcal per mole.

Record 11
Density functional theory data (ωB97M-V/def2-TZVPD) for the molecule C3H3NO3.

```
10
C3H3NO3, DFT ωB97M-V/def2-TZVPD
O 2.57833 -0.44804 0.02465
O -0.26196 -1.00737 -0.05341
O -1.82656 0.63294 0.01042
N -0.54821 1.20870 -0.00680
C 0.28597 0.21846 -0.06717
C -1.66250 -0.80059 0.04446
C 1.73599 0.42374 0.01096
H -2.18652 -1.22159 -0.81736
H -2.06001 -1.22596 0.98568
H 2.00872 1.51671 0.09650
```

The calculation puts the total energy at -396.5036 Eh. Its SMILES is O=CC1=NOCO1. As for the lowest unoccupied orbital energy: -0.014 Ha. Its energy above the lowest of the compared OMol25 structures with the same formula, charge and spin is 75.9 kcal per mole.

Record 12
Density functional theory data (ωB97M-V/def2-TZVPD) for a cluster of 2 separate species, C3H3NO3 in total.

```
10
C3H3NO3, DFT ωB97M-V/def2-TZVPD
O 0.53902 -1.42274 0.19010
O -2.21763 0.98930 0.29522
O -3.75296 -0.56438 -0.36502
N 0.40425 -0.21816 -0.61434
C 1.81206 0.11657 -0.44534
C 0.99871 -0.20419 0.71247
C -3.01494 0.27056 -0.08195
H 2.47595 -0.63000 -0.66570
H 0.62042 0.52459 1.53974
H 2.13512 1.13846 -0.56519
```

The calculation puts the total energy at -396.4603 Eh. Its SMILES is C1[C@@H]2ON12.O=C=O. As for the lowest unoccupied orbital energy: 0.026 Ha. Its energy above the lowest of the compared OMol25 structures with the same formula, charge and spin is 103.0 kcal per mole.

Record 13
Density functional theory data (ωB97M-V/def2-TZVPD) for the molecule C3H3NO3.

```
10
C3H3NO3, DFT ωB97M-V/def2-TZVPD
O -1.44830 -1.76469 -1.01009
O 0.22531 -1.40143 0.42579
O 1.21804 1.88731 0.59253
N 0.78841 -0.32367 1.09696
C -0.57377 0.49280 -0.47864
C 0.63067 0.88610 0.37904
C -0.66624 -1.03069 -0.50486
H -0.46605 0.87721 -1.52507
H 1.80023 -0.50851 1.12826
H -1.50829 0.88557 -0.10392
```

The calculation puts the total energy at -396.5477 Eh. Its SMILES is O=C1CC(=O)ON1. As for the lowest unoccupied orbital energy: 0.019 Ha. Its energy above the lowest of the compared OMol25 structures with the same formula, charge and spin is 48.1 kcal per mole.

Record 14
Density functional theory data (ωB97M-V/def2-TZVPD) for the molecule C3H3NO3.

```
10
C3H3NO3, DFT ωB97M-V/def2-TZVPD
O 1.31370 -1.07739 1.35968
O 0.98180 0.22691 -0.48401
O -2.48046 -0.25650 0.41734
N -1.05277 0.83534 -1.38953
C 1.72048 -0.49203 0.39662
C -1.31995 -0.13669 0.70719
C -0.40983 0.34596 -0.42896
H -0.95627 -0.35842 1.71874
H 2.77550 -0.43898 0.08828
H -0.49992 1.01240 -2.21945
```

The calculation puts the total energy at -396.5509 Eh. Its SMILES is [H]/N=C(/C=O)OC=O. As for the lowest unoccupied orbital energy: -0.011 Ha. Its energy above the lowest of the compared OMol25 structures with the same formula, charge and spin is 46.1 kcal per mole.

Record 15
Density functional theory data (ωB97M-V/def2-TZVPD) for the molecule C3H3NO3.

```
10
C3H3NO3, DFT ωB97M-V/def2-TZVPD
O -0.06848 0.81984 0.61294
O 0.42343 -0.10309 2.62473
O 0.08941 1.89801 -1.96746
N -0.01827 -1.24189 -0.32443
C 0.21416 0.71805 -1.78668
C 0.03081 0.01599 -0.46019
C -0.37594 0.08614 1.77142
H -1.42950 -0.22677 1.77645
H 0.46655 -0.00475 -2.59103
H 0.07234 -1.72808 -1.21332
```

The calculation puts the total energy at -396.5579 Eh. Its SMILES is [H]/N=C(\C=O)OC=O. As for the lowest unoccupied orbital energy: -0.019 Ha. Its energy above the lowest of the compared OMol25 structures with the same formula, charge and spin is 41.8 kcal per mole.

Record 16
Density functional theory data (ωB97M-V/def2-TZVPD) for a cluster of 3 separate species, C3H3NO3S in total.

```
11
C3H3NO3S, DFT ωB97M-V/def2-TZVPD
S 4.15018 -2.72812 0.09324
O 2.48430 0.86141 0.90737
O 4.11266 -3.84476 1.04008
O 5.44714 -2.03716 0.05798
N 3.02933 -1.43200 0.98632
C -1.59785 0.85060 -0.47622
C -0.49112 1.07887 -0.08699
C 2.79824 -0.27920 0.91582
H -17.84862 5.62508 -2.88055
H -2.58360 0.69148 -0.80175
H 0.49935 1.21380 0.24469
```

The calculation puts the total energy at -794.6580 Eh. As for the lowest unoccupied orbital energy: 0.157 Ha. Its energy above the lowest of the compared OMol25 structures with the same formula, charge and spin is 61.5 kcal per mole. Its net charge is -2.

Record 17
Density functional theory data (ωB97M-V/def2-TZVPD) for the molecule C3H3NO3S.

```
11
C3H3NO3S, DFT ωB97M-V/def2-TZVPD
S -1.18696 -0.93010 -0.13994
O -3.10160 0.96699 -0.03028
O 1.44711 -0.34415 0.28899
O 3.54032 0.45883 -0.25575
N 0.95067 0.89811 0.20532
C -2.75978 -0.17739 0.03651
C -0.32850 0.71788 -0.08715
C 2.81192 -0.42424 0.08334
H -3.52058 -0.90337 0.60686
H -0.88709 1.59220 -0.08758
H 3.31587 -1.44482 0.06275
```

The calculation puts the total energy at -794.6725 Eh. Its SMILES is O=CO/N=C\SC=O. As for the lowest unoccupied orbital energy: 0.003 Ha. Its energy above the lowest of the compared OMol25 structures with the same formula, charge and spin is 86.4 kcal per mole.

Record 18
Density functional theory data (ωB97M-V/def2-TZVPD) for the molecule C3H3NO4.

```
11
C3H3NO4, DFT ωB97M-V/def2-TZVPD
O 1.08071 0.59924 -0.41898
O -1.38129 0.79453 -0.05635
O -2.17945 -1.29801 -0.15483
O 2.22390 -1.11870 0.07385
N -0.02223 -1.21638 -0.05449
C 0.01028 1.52610 0.11648
C 1.15057 -0.59494 -0.16684
C -1.23521 -0.61151 -0.04701
H 0.23782 2.30963 -0.65853
H 0.09022 1.75721 1.17458
H 0.02469 -2.14719 0.19212
```

The calculation puts the total energy at -471.8104 Eh. Its SMILES is O=C1NC(=O)OCO1. As for the lowest unoccupied orbital energy: 0.017 Ha. Its energy above the lowest of the compared OMol25 structures with the same formula, charge and spin is 39.4 kcal per mole.

Record 19
Density functional theory data (ωB97M-V/def2-TZVPD) for the molecule C3H3NO4.

```
11
C3H3NO4, DFT ωB97M-V/def2-TZVPD
O -0.86083 -1.29024 1.16498
O 1.91676 -1.08039 -0.61623
O -3.03114 -0.46834 -0.56977
O 0.08256 1.69299 0.43131
N 1.78112 0.12513 -0.00435
C 0.42161 0.55718 0.17283
C -0.79004 -0.36817 0.23272
C -2.04853 0.26046 -0.30889
H 2.14098 -1.78760 0.23097
H 2.46397 0.80274 -0.55852
H -2.07647 1.55623 -0.17506
```

The calculation puts the total energy at -471.6696 Eh. Its SMILES is O=CC(=O)C(=O)NO. As for the lowest unoccupied orbital energy: -0.053 Ha. Its energy above the lowest of the compared OMol25 structures with the same formula, charge and spin is 127.7 kcal per mole.

Record 20
Density functional theory data (ωB97M-V/def2-TZVPD) for a structure of composition C3H3NO5S3.

```
15
C3H3NO5S3, DFT ωB97M-V/def2-TZVPD
S 0.89311 -0.46981 -0.83710
S -0.00130 -0.97428 1.29200
S -2.00854 -1.81107 0.89220
O 2.27709 -0.26391 -0.55243
O -2.23383 -2.37817 -0.44203
O 0.45568 -1.74371 -1.30476
O 3.46942 1.93454 0.00851
O 2.43492 1.04988 1.84651
N 0.06208 0.75575 -1.03160
C 3.02064 1.44077 0.93434
C -1.31558 0.54210 -0.77853
C -1.48108 -0.02900 0.61698
H -1.88426 -0.22058 -1.24212
H -1.88884 1.54165 -0.81510
H -1.79953 0.62582 1.41314
```

The calculation puts the total energy at -1741.5364 Eh. As for the lowest unoccupied orbital energy: -0.048 Ha.